1.
The following is a DFT calculation (the ωB97M-V functional and the def2-TZVPD basis) of a structure of composition C22H27AsFeN5Se at a distorted geometry.

As for the maximum force: 0.028 hartree/bohr. Its energy above the lowest of the compared OMol25 structures with the same formula, charge and spin is 29.3 kcal per mole.

The geometry in ORCA input format:
```
! wB97M-V def2-TZVPD RIJCOSX def2/J DEFGRID3
* xyz 2 6
Fe -0.43330 -0.85030 0.40310
C -0.58870 2.08850 -0.91820
N 0.38910 1.47810 -0.00850
C 1.68970 1.29610 -0.65950
C 2.55420 0.32680 0.10180
C 3.89190 0.58140 0.37660
C 4.63510 -0.37630 1.04870
C 4.01090 -1.54630 1.45350
C 2.67230 -1.71710 1.14660
N 1.96730 -0.81380 0.47290
C 0.49190 2.25770 1.23370
C 0.42870 1.46300 2.51380
C 0.52830 2.15540 3.71870
C 0.55030 1.45500 4.90900
C 0.50300 0.06800 4.86220
C 0.36930 -0.53660 3.62860
N 0.30700 0.13860 2.47770
C -1.98360 1.85280 -0.40240
C -2.95560 2.84340 -0.38190
C -4.22650 2.52960 0.07770
C -4.49100 1.22530 0.46380
C -3.46200 0.30020 0.41980
N -2.23360 0.60360 0.00880
H -0.50960 1.60750 -1.89940
H -0.41250 3.16370 -1.05960
H 2.20920 2.25740 -0.78160
H 1.50620 0.86620 -1.65190
H 4.34930 1.50560 0.06070
H 5.68010 -0.21530 1.26220
H 4.55430 -2.30350 1.99580
H 2.13270 -2.60650 1.44680
H -0.32210 2.98960 1.26600
H 1.43590 2.82250 1.25680
H 0.57430 3.23180 3.70500
H 0.61110 1.97850 5.84940
H 0.55820 -0.52760 5.75910
H 0.34110 -1.61740 3.55920
H -2.71790 3.84340 -0.70800
H -5.00050 3.27890 0.12630
H -5.46970 0.92090 0.79710
H -3.65000 -0.72690 0.70510
Se -1.55470 -2.58060 1.86360
C -2.26850 -2.71650 0.23360
N -2.63830 -2.72130 -0.86270
C 0.90200 -4.41110 -0.78020
As 0.35880 -2.70940 -1.60110
C -0.71890 -3.39300 -3.09730
C 2.00110 -2.29970 -2.59900
H 1.05170 -5.13890 -1.58130
H 0.14230 -4.80210 -0.10380
H 1.83630 -4.29340 -0.23390
H -0.10710 -4.12460 -3.63060
H -0.99280 -2.58980 -3.78100
H -1.62840 -3.87810 -2.74970
H 2.37750 -3.22540 -3.03890
H 2.76700 -1.87640 -1.95280
H 1.79040 -1.59990 -3.40690
*
```

=====

2.
The following is a DFT calculation (the ωB97M-V functional and the def2-TZVPD basis) of a structure of composition F6H28O14P at a distorted geometry.

As for the maximum force: 0.103 hartree/bohr. Its energy above the lowest of the compared OMol25 structures with the same formula, charge and spin is 56.5 kcal per mole.

The geometry in ORCA input format:
```
! wB97M-V def2-TZVPD RIJCOSX def2/J DEFGRID3
* xyz -1 1
P 0.11691 0.05736 1.01807
F 1.67513 0.55365 0.81614
F -0.47294 1.34042 0.26851
F 0.17060 -0.65404 -0.44062
F -1.39742 -0.48082 1.27565
F 0.67882 -1.29498 1.70268
F 0.14319 0.83082 2.43092
O 2.72568 2.34205 2.61462
H 1.88744 2.76037 2.82563
H 2.47864 1.56384 2.08421
O -2.66862 -3.42603 0.69282
H -3.11857 -2.60945 0.44941
H -3.25452 -3.84705 1.33060
O -3.94721 1.60023 -0.35126
H -4.63594 2.20292 -0.04966
H -3.64927 1.15568 0.45121
O -2.43646 3.97954 -0.75808
H -2.64071 3.03324 -0.65539
H -3.24741 4.37118 -1.09384
O -2.52602 1.81180 2.69286
H -1.59855 2.04072 2.57737
H -2.56010 0.86742 2.51379
O 2.32941 0.44339 -2.52557
H 2.05601 0.75780 -3.39359
H 1.76721 -0.32313 -2.35351
O 1.91675 -2.12730 -1.85217
H 2.12929 -1.87292 -0.93506
H 2.71117 -1.90586 -2.35053
O 0.17683 3.58408 -2.31065
H -0.14042 2.68895 -2.11135
H -0.62563 4.10410 -2.41116
O 1.41239 -4.60921 1.57941
H 1.08228 -3.82453 2.03508
H 0.87235 -4.66897 0.78414
O 4.15465 1.95651 -0.93509
H 3.52307 1.37701 -1.39674
H 5.01399 1.56249 -1.10730
O -1.09191 0.89194 -2.45477
H -0.89165 0.84602 -1.50751
H -1.27943 -0.03693 -2.64538
O 2.88230 -1.85036 0.00666
H 2.81140 -2.38097 0.80691
H 2.22816 -1.13712 0.13709
O -0.68433 -1.89136 -2.81794
H -1.10301 -2.35162 -2.08351
H 0.26343 -1.82836 -2.56750
O -1.36937 -2.01979 3.55691
H -1.33305 -1.93105 2.59601
H -0.53451 -1.65170 3.86152
*
```

=====

3.
The following is a DFT calculation (the ωB97M-V functional and the def2-TZVPD basis) of a cluster of 4 separate species, H9O4 in total at a distorted geometry.

As for the maximum force: 0.030 hartree/bohr. Its energy above the lowest of the compared OMol25 structures with the same formula, charge and spin is 9.0 kcal per mole.

The geometry in ORCA input format:
```
! wB97M-V def2-TZVPD RIJCOSX def2/J DEFGRID3
* xyz 1 1
O -0.05262 0.33120 -0.05553
H 0.91353 0.52029 -0.29865
H -0.45025 -0.52345 -0.41478
H -0.39290 0.62672 0.83186
O -1.20940 1.36343 1.94218
H -1.88842 0.94761 2.49935
H -1.63733 2.19012 1.74554
O -1.04391 -1.78160 -0.95258
H -0.47399 -2.55295 -1.13525
H -1.89614 -2.03179 -1.32440
O 2.33366 0.07416 -0.97289
H 3.04146 -0.09997 -0.35792
H 2.43549 1.01088 -1.23774
*
```

=====

4.
The following is a DFT calculation (the ωB97M-V functional and the def2-TZVPD basis) of the ion C9H12N3O2 with charge +1 at a distorted geometry.

As for the maximum force: 0.046 hartree/bohr. The SMILES is Cc1cccc([N@+](C)(N=O)C(N)=O)c1. Its energy above the lowest of the compared OMol25 structures with the same formula, charge and spin is 17.4 kcal per mole.

The geometry in ORCA input format:
```
! wB97M-V def2-TZVPD RIJCOSX def2/J DEFGRID3
* xyz 1 1
C 0.41121 0.02146 -3.37555
C 0.78898 -0.14034 -1.94334
C 2.04900 -0.62867 -1.59490
C 2.41716 -0.78503 -0.27223
C 1.53302 -0.45155 0.74147
C 0.27553 0.02002 0.39769
N -0.65047 0.39413 1.46610
C -0.67263 1.83160 1.72638
N -0.29474 -0.44794 2.70139
O -0.21821 0.16417 3.68740
C -2.09833 -0.13931 1.12537
N -2.08245 -1.45170 0.99251
O -2.96302 0.65749 1.04424
C -0.10342 0.17971 -0.92660
H 0.30941 -0.95652 -3.84501
H -0.52841 0.55522 -3.48406
H 1.18797 0.55955 -3.91453
H 2.74857 -0.87963 -2.37694
H 3.39880 -1.15409 -0.02222
H 1.82138 -0.55024 1.77826
H -1.37499 2.05526 2.52991
H 0.32766 2.15813 2.00940
H -0.98896 2.35828 0.82915
H -1.25638 -2.01523 1.12097
H -2.95432 -1.91762 0.77935
H -1.08236 0.56287 -1.17420
*
```

=====

5.
The following is a DFT calculation (the ωB97M-V functional and the def2-TZVPD basis) of an isolated molecule of C5H8O2.

As for the maximum force: 0.007 hartree/bohr. The SMILES is O[C@H]1C[C@]2(CO2)C1. Its energy above the lowest of the compared OMol25 structures with the same formula, charge and spin is 52.5 kcal per mole.

The geometry in ORCA input format:
```
! wB97M-V def2-TZVPD RIJCOSX def2/J DEFGRID3
* xyz 0 1
O -2.03210 0.97832 0.75094
C -1.23765 -0.18126 0.78948
C 0.24846 0.07426 1.16428
C 0.57088 -0.00640 -0.32622
C 1.82627 0.03710 -1.06561
O 0.94510 1.15953 -1.04163
C -0.76928 -0.68334 -0.60443
H -1.57962 1.63806 0.20696
H -1.78767 -0.89228 1.41045
H 0.46773 1.01975 1.66901
H 0.69058 -0.75161 1.73067
H 2.76736 0.17272 -0.53292
H 1.91004 -0.46751 -2.02795
H -1.33628 -0.32390 -1.46819
H -0.68382 -1.77345 -0.65484
*
```

=====

6.
The following is a DFT calculation (the ωB97M-V functional and the def2-TZVPD basis) of a structure of composition C43H44BiN12O7 at a distorted geometry.

As for the maximum force: 0.070 hartree/bohr. Its energy above the lowest of the compared OMol25 structures with the same formula, charge and spin is 28.9 kcal per mole.

The geometry in ORCA input format:
```
! wB97M-V def2-TZVPD RIJCOSX def2/J DEFGRID3
* xyz 1 1
Bi 0.59517 0.12554 0.62364
C 4.41135 2.08056 2.04651
O 3.90691 3.39632 2.23317
C 2.59210 3.73352 2.12751
C 2.35189 5.09378 2.21918
C 1.06397 5.62021 2.19421
C -0.00304 4.76597 2.07852
C 0.20574 3.38396 1.94701
C -0.96669 2.54577 1.99504
N -1.03938 1.31006 1.64939
N -2.20737 0.63330 1.94336
C -2.03505 -0.65610 1.86467
O -0.92900 -1.23921 1.51273
C -3.19133 -1.52562 2.19501
C -4.46136 -0.98540 2.38907
C -5.53072 -1.81820 2.67134
C -5.34020 -3.19101 2.76844
C -4.07704 -3.73168 2.57554
C -3.00563 -2.90204 2.28389
C 1.51121 2.83741 1.95252
O 1.73732 1.52847 1.87289
H 5.49270 2.19276 2.08053
H 4.11781 1.66196 1.08593
H 4.09366 1.40849 2.84324
H 3.21144 5.74206 2.32962
H 0.91198 6.68607 2.28783
H -1.01839 5.14310 2.08494
H -1.87636 2.97498 2.41234
H -4.59201 0.08590 2.32293
H -6.51625 -1.39689 2.81954
H -6.17585 -3.83684 3.00416
H -3.92832 -4.80082 2.65077
H -2.01500 -3.30517 2.12432
C -4.04264 0.98282 -3.03321
N -2.73488 1.41966 -2.55902
C -2.34887 2.79151 -2.87054
C -1.88900 0.61789 -1.90321
O -0.79397 1.00383 -1.48326
C -2.33493 -0.82434 -1.66757
O -1.24456 -1.66360 -1.36910
C -0.60859 -2.18288 -2.51672
C 0.86431 -2.45412 -2.23465
O 1.34045 -2.26400 -1.11742
N 1.60076 -2.91853 -3.26261
C 3.02093 -3.18614 -3.07744
C 1.07996 -3.31337 -4.56150
H -4.65076 1.86626 -3.20976
H -4.55217 0.37054 -2.29186
H -3.97101 0.42781 -3.97142
H -3.04512 3.49128 -2.40763
H -2.36366 2.94083 -3.95090
H -1.34945 2.97448 -2.49251
H -2.89412 -1.21441 -2.52094
H -2.99277 -0.82888 -0.79330
H -0.68891 -1.50178 -3.36999
H -1.08759 -3.13325 -2.77965
H 3.35604 -2.73733 -2.14809
H 3.58072 -2.76784 -3.91518
H 3.20749 -4.26198 -3.04141
H 0.01549 -3.12985 -4.64973
H 1.25777 -4.37906 -4.71936
H 1.59525 -2.76408 -5.35120
C 3.48536 -4.13730 3.17920
N 2.82382 -2.85720 3.02711
C 2.11668 -2.42364 1.99565
N 1.80550 -1.15140 2.19659
C 2.32323 -0.86814 3.42409
N 2.96423 -1.87928 3.94896
C 4.82531 -4.14987 2.48540
C 5.92151 -4.72775 3.10946
C 7.14023 -4.81622 2.44778
C 7.26354 -4.34003 1.15474
C 6.16375 -3.75337 0.52715
C 4.95628 -3.64587 1.19799
C 6.29737 -3.35408 -0.87564
N 7.16090 -3.82638 -1.70471
N 6.88786 -3.26031 -2.92852
C 5.86537 -2.49456 -2.76585
O 5.42892 -2.49082 -1.47658
C 5.21825 -1.72057 -3.83135
C 5.25635 -2.27430 -5.11125
C 4.71102 -1.58306 -6.17424
C 4.13675 -0.33848 -5.96730
C 4.10080 0.23105 -4.70034
C 3.54826 1.62856 -4.57118
N 2.63984 1.82036 -3.45346
C 1.88186 0.94995 -2.77182
N 1.15606 1.57682 -1.87060
C 1.51854 2.87434 -2.05210
N 2.41304 3.06648 -2.99603
C 4.63759 -0.47219 -3.62113
H 2.83625 -4.90945 2.76327
H 3.59886 -4.31853 4.24508
H 1.84032 -3.00122 1.12849
H 2.23721 0.09766 3.89008
H 5.82470 -5.10780 4.11932
H 7.99166 -5.26088 2.94448
H 8.19671 -4.42016 0.61563
H 4.11452 -3.18519 0.69291
H 5.72416 -3.23877 -5.25157
H 4.73801 -2.00776 -7.16874
H 3.72536 0.20785 -6.80743
H 3.02438 1.89664 -5.48904
H 4.35825 2.34645 -4.43725
H 1.88771 -0.11092 -2.95108
H 1.11798 3.68726 -1.47023
H 4.64221 -0.03831 -2.62813
*
```